Entry from the Open Molecules 2025 dataset: an isolated ion of composition C9H22N2O2P and charge +1 (wB97M-V/def2-TZVPD).

```
! wB97M-V def2-TZVPD RIJCOSX def2/J DEFGRID3
* xyz 1 1
C 3.966 0.125 1.366
C 3.440 0.086 -0.214
C 4.091 1.417 -0.933
C 1.770 0.075 -0.305
C 1.300 -1.371 0.341
C -0.341 -1.624 0.240
C -1.239 -0.462 0.968
N -2.164 0.304 0.019
P -3.188 1.388 0.991
N -3.321 2.969 0.102
O -4.837 0.848 1.120
C -2.888 -0.563 -0.980
C -2.190 -2.077 -1.108
O -0.722 -1.912 -1.161
H 4.635 1.100 1.520
H 3.043 0.133 2.087
H 4.707 -0.786 1.578
H 3.870 -0.920 -0.692
H 4.114 1.341 -2.102
H 5.211 1.535 -0.552
H 3.496 2.357 -0.537
H 1.339 1.011 0.279
H 1.510 0.107 -1.467
H 1.710 -1.523 1.438
H 1.844 -2.206 -0.316
H -0.533 -2.637 0.837
H -1.865 -0.924 1.852
H -0.505 0.352 1.439
H -1.516 0.932 -0.546
H -4.158 3.421 0.581
H -3.521 2.805 -0.913
H -5.221 0.833 0.176
H -2.733 -0.074 -2.050
H -4.018 -0.762 -0.755
H -2.565 -2.699 -0.186
H -2.520 -2.602 -2.116
*
```

Properties
Strongest force on any atom = 5.47 eV Å⁻¹
Energy above the lowest of the compared OMol25 structures with the same formula, charge and spin = 5.632 eV
SMILES = CC(C)CC[C@H]1C[N@H+](P(N)O)CCO1
E_LUMO = -0.1171 hartree

These are the natural (NBO) partial charges, in e, on atoms 1 to 6: -0.650 -0.209 -0.636 -0.446 -0.441 0.075